No. 1
{
  "formula": "C4H6O2",
  "method": "the ωB97M-V functional and the def2-TZVPD basis",
  "charge": 0,
  "relative_energy_kcal_mol": 22.51,
  "smiles": "CC(=O)CC=O",
  "symbols": ["H", "H", "C", "C", "O", "O", "C", "C", "H", "H", "H", "H"],
  "xyz": [[-1.356, 1.214, 0.290], [-1.347, 0.421, 1.886], [-0.723, 0.881, 1.119], [-0.237, -1.067, -1.241], [-1.384, -0.860, -1.550], [0.803, -0.968, 1.360], [0.362, -0.073, 0.674], [0.762, 0.015, -0.793], [-0.235, 1.761, 1.546], [1.804, -0.291, -0.926], [0.627, 1.031, -1.184], [0.111, -2.104, -1.044]],
  "nbo_charge": [0.24, 0.24, -0.73, 0.44, -0.51, -0.53, 0.60, -0.61, 0.24, 0.25, 0.24, 0.13]
}

No. 2
{
  "formula": "C42H84O14",
  "method": "the ωB97M-V functional and the def2-TZVPD basis",
  "charge": 0,
  "relative_energy_kcal_mol": 1.53,
  "symbols": ["H", "H", "O", "C", "H", "C", "C", "H", "H", "H", "H", "C", "H", "C", "O", "H", "H", "H", "C", "H", "H", "O", "H", "H", "C", "H", "H", "C", "H", "H", "H", "C", "H", "C", "H", "H", "C", "H", "H", "C", "C", "H", "C", "H", "C", "H", "C", "O", "H", "O", "H", "C", "C", "H", "H", "H", "H", "H", "O", "H", "C", "H", "C", "H", "H", "O", "H", "H", "H", "C", "H", "H", "C", "H", "O", "H", "H", "H", "C", "H", "H", "H", "C", "H", "C", "H", "H", "H", "C", "H", "C", "C", "H", "H", "C", "C", "C", "O", "H", "C", "H", "H", "H", "O", "H", "C", "C", "C", "H", "C", "H", "C", "H", "H", "C", "H", "C", "C", "H", "H", "H", "O", "H", "C", "O", "H", "H", "H", "O", "H", "H", "H", "H", "C", "H", "H", "O", "H", "H", "H"],
  "xyz": [[2.481, -4.785, -2.625], [-5.098, 0.542, 5.131], [-4.030, 5.412, 3.293], [1.654, -5.361, -3.041], [4.678, -2.349, 0.568], [-5.508, -2.664, -0.928], [-1.382, -5.524, 2.579], [0.232, -3.840, -1.235], [-0.485, -0.628, -1.549], [-4.667, 1.825, 3.970], [-4.843, 0.493, 1.174], [-0.145, 0.716, 0.101], [4.912, -1.711, 3.192], [4.911, 1.538, -2.031], [-3.086, -5.482, 0.919], [-6.143, -2.251, -0.135], [-3.142, 2.846, -0.528], [-2.082, -2.874, 1.310], [0.815, 1.702, -0.500], [0.415, 2.680, -0.228], [-2.633, -3.152, 3.061], [-1.007, -3.597, -5.383], [3.956, 5.086, -4.490], [-1.087, -6.452, 2.098], [3.909, -4.288, -0.048], [0.960, 3.156, -3.207], [3.869, -0.721, 4.249], [4.053, -0.014, 2.224], [-1.492, 4.180, 3.090], [1.115, -4.744, -3.766], [-3.795, -2.891, -4.291], [2.845, 4.574, 1.025], [-1.003, 0.828, 3.450], [2.610, -4.277, 0.723], [5.420, -3.065, -0.899], [3.572, 5.371, 0.915], [-1.153, 0.578, 4.504], [-3.736, -3.161, 1.709], [2.314, 2.051, -3.748], [0.716, -5.859, -1.969], [-1.320, -1.446, -4.444], [-1.705, -5.646, 3.616], [2.191, 3.956, -4.759], [3.666, 4.682, -6.148], [2.602, 4.244, 2.471], [7.772, 1.147, -1.740], [-2.274, 2.701, -2.442], [3.558, -0.085, 1.123], [1.850, 1.614, -0.177], [4.452, -5.307, -0.402], [-6.171, -3.160, -1.634], [-3.278, 2.215, -1.409], [-3.293, 4.976, 2.446], [-4.228, -0.677, -3.402], [-2.192, 3.203, 1.811], [5.863, 1.154, 2.269], [2.078, -3.381, 0.374], [3.970, 1.806, -1.545], [-5.209, -1.327, 3.384], [-0.438, -2.137, 4.602], [-4.091, 0.166, 1.898], [2.747, -4.118, 1.795], [-2.358, 4.143, -2.877], [4.388, 2.051, 2.059], [0.224, -1.380, 3.168], [0.670, -7.012, -1.632], [-2.990, -4.494, -3.989], [-5.821, -1.493, -3.450], [1.942, -5.127, 0.603], [-4.671, -1.597, -1.560], [-2.798, 4.765, -2.098], [0.775, -1.101, -0.443], [0.178, -0.077, 4.827], [-3.037, 4.170, -3.733], [5.879, 3.327, -0.837], [-6.297, 1.192, 3.998], [-0.642, -5.264, -0.497], [1.920, 2.143, 2.340], [-5.246, 0.917, 4.121], [1.324, -1.846, 4.526], [-4.878, -3.400, -0.424], [-4.286, 2.373, -1.798], [-4.896, -0.187, 3.142], [-1.710, -1.023, -3.522], [-0.227, -0.651, -0.490], [2.517, 3.470, -2.675], [6.863, 0.377, -0.423], [-3.118, 1.153, -1.244], [1.672, 3.109, 2.777], [-0.234, -1.366, -4.477], [-0.228, -4.812, -1.398], [-3.068, 5.708, 1.137], [-2.034, 6.066, 1.183], [-2.740, -3.176, -2.888], [3.998, -1.111, 3.241], [-2.493, -4.881, 1.782], [-2.436, 3.763, 2.715], [-0.789, 0.999, 1.097], [3.806, -2.390, -0.990], [4.499, -2.925, -0.334], [0.646, 3.358, 2.489], [4.294, 3.445, -4.959], [3.194, 3.669, 0.514], [1.054, 0.463, 5.457], [-0.925, -1.274, 0.059], [-5.129, -0.916, -2.842], [1.991, 3.070, -3.553], [-1.700, -2.887, -4.695], [-3.357, 0.929, 2.138], [4.825, 1.219, 2.610], [7.827, 1.836, -0.126], [3.610, 4.272, -5.144], [-5.620, 0.004, -2.512], [-3.611, -0.749, 1.568], [7.177, 1.334, -0.841], [1.919, 4.853, 0.512], [-2.902, -3.411, -3.946], [-2.719, -3.419, 2.009], [-2.854, 3.153, 3.508], [-1.383, 4.488, -3.207], [-3.174, 5.039, 0.286], [-3.632, -1.230, -1.062], [-0.525, -4.844, 2.634], [5.997, 2.187, -1.208], [-1.472, 1.954, -2.949], [0.706, 1.598, -1.582], [3.199, -1.838, 3.076], [-1.005, -4.708, -2.157], [1.260, 4.416, -5.367], [4.828, 1.934, -3.044], [-1.957, -0.115, 4.737], [1.620, 3.005, 3.863], [-1.252, 1.504, 5.067], [0.345, -1.463, 4.253], [-1.691, -0.860, -5.292], [4.989, 0.455, -2.107], [3.142, 4.868, 3.354], [-3.747, 6.553, 1.086], [4.842, 1.430, 3.677], [2.059, -6.199, -3.609]],
  "mulliken_charge": [0.09, 0.33, -0.59, -0.90, 0.01, -1.16, -1.15, 0.01, -0.17, 0.11, 0.36, 0.49, 0.41, 0.20, -0.57, 0.34, -0.36, -0.43, -0.22, 0.05, 0.54, -0.60, 0.28, 0.36, 0.39, -0.41, 0.52, 0.92, 0.26, 0.24, 0.41, -0.57, -0.49, -0.38, 0.43, 0.35, -0.11, 0.12, 0.45, 0.74, -0.32, 0.43, 0.39, 0.38, 0.42, 0.40, 0.82, -0.31, -0.16, -0.58, 0.43, 0.33, 0.42, 0.21, -0.14, 0.33, -0.33, -0.44, -0.59, 0.51, 0.84, 0.43, -1.21, 0.05, -0.01, -0.59, 0.40, 0.40, 0.41, 0.87, 0.26, 0.03, 0.54, 0.35, -0.57, 0.38, 0.07, -0.24, -0.99, 0.32, 0.12, 0.63, 0.45, -0.36, 0.55, 0.14, 0.23, -0.58, 0.26, 0.42, -0.06, -0.73, 0.32, -0.19, -1.06, 0.51, -0.03, -0.01, 0.24, -0.64, -0.28, 0.30, -0.14, -0.60, -0.67, -1.42, 0.21, 0.59, -0.43, -1.08, 0.34, -1.15, 0.37, -0.52, -1.26, 0.29, -0.60, 0.03, 0.06, 0.26, -0.08, -0.09, 0.12, 0.74, -0.47, 0.19, -0.15, 0.01, -0.56, 0.16, 0.51, 0.45, 0.31, -0.93, 0.35, 0.23, -0.61, 0.37, 0.42, 0.34]
}

No. 3
{
  "formula": "C34H70BClN5O24",
  "method": "the ωB97M-V functional and the def2-TZVPD basis",
  "charge": 1,
  "symbols": ["C", "H", "H", "O", "H", "H", "C", "H", "O", "H", "H", "H", "O", "N", "H", "C", "H", "H", "H", "N", "C", "O", "O", "H", "H", "H", "O", "C", "H", "O", "C", "H", "O", "C", "H", "C", "H", "H", "H", "O", "C", "H", "O", "H", "H", "H", "C", "H", "C", "O", "C", "H", "H", "C", "H", "H", "H", "H", "H", "C", "H", "O", "N", "H", "C", "O", "C", "H", "H", "H", "C", "H", "H", "O", "C", "C", "C", "Cl", "O", "O", "C", "H", "B", "O", "H", "H", "H", "C", "H", "H", "C", "H", "O", "H", "H", "C", "O", "H", "H", "O", "H", "C", "H", "H", "C", "H", "H", "O", "H", "N", "H", "C", "C", "O", "H", "N", "C", "H", "H", "H", "C", "H", "H", "C", "C", "H", "H", "O", "H", "C", "C", "H", "O", "H", "H"],
  "xyz": [[-8.965, -3.332, 5.844], [-0.579, 1.043, 4.773], [3.890, -2.677, 3.922], [8.271, -2.940, -2.493], [3.617, 2.457, 4.108], [4.370, -3.165, 2.290], [5.419, 3.638, 4.331], [2.525, 3.952, 1.592], [-11.052, -3.022, -1.253], [4.186, -0.315, -1.514], [7.115, 2.685, -2.321], [-10.525, -1.138, -1.724], [7.684, 6.322, -2.154], [2.355, 1.947, 1.199], [-11.978, -6.978, -0.300], [4.784, -0.010, -2.373], [-0.344, -0.961, -0.228], [-0.362, 3.096, 1.894], [1.361, 3.547, 0.370], [0.728, 0.734, -0.057], [4.595, 2.533, 2.228], [-7.066, 0.193, -0.627], [-1.658, 1.410, 0.081], [5.176, -3.878, 3.688], [9.586, 0.962, -1.831], [5.300, 0.923, -2.160], [-0.664, -0.501, -4.085], [-12.057, -3.844, -0.951], [-12.124, -1.617, -2.358], [3.219, -1.880, -3.366], [0.732, 2.345, 3.619], [-11.932, -1.237, -0.634], [-9.638, -4.001, 3.373], [-11.447, -1.669, -1.508], [0.889, -1.810, -4.643], [7.440, -4.065, -2.169], [-8.767, -4.402, 5.839], [-1.377, 1.834, 3.411], [7.690, -4.822, -2.905], [5.209, -0.579, 2.952], [3.825, 0.370, 1.304], [-5.652, 1.602, 1.106], [-0.108, 2.745, -1.161], [5.121, 3.991, 5.319], [-7.418, -1.871, -2.240], [9.878, 7.645, -1.463], [4.196, 3.192, 3.539], [6.192, -1.693, 4.310], [8.123, -1.889, -1.703], [-5.921, -1.750, -0.798], [8.904, 0.275, -1.340], [1.021, 2.509, 5.771], [1.023, -0.979, -6.220], [3.191, -0.787, -3.870], [-5.121, 1.985, -0.541], [9.235, 0.067, -0.324], [6.121, 2.810, 4.472], [-11.411, -3.078, 1.660], [0.457, -0.512, -1.623], [-6.070, -0.467, -0.492], [5.507, -0.790, -2.601], [-2.816, -0.072, -4.609], [3.633, 1.635, 1.637], [1.717, 3.861, 4.863], [5.779, -1.849, 3.312], [9.866, 5.817, -2.459], [10.176, 7.218, -2.419], [-8.206, -2.824, 5.251], [5.972, 0.128, 1.161], [11.251, 7.275, -2.547], [-0.491, 0.900, -3.869], [7.659, -4.420, -1.165], [2.174, -2.272, -5.780], [-11.558, -5.061, -0.747], [1.722, 3.257, 1.358], [7.073, 3.769, -2.277], [-4.914, 1.378, 0.340], [5.110, 3.741, 1.001], [7.373, -1.815, -0.757], [8.429, 4.203, -2.382], [-0.444, 1.365, 3.737], [-1.206, 1.261, -3.131], [-0.374, 1.672, -0.368], [-11.708, -3.165, 3.717], [5.948, 4.450, 3.827], [-3.043, -3.726, -5.265], [4.976, -1.328, 0.998], [5.088, -0.394, 1.556], [-7.912, -2.331, -0.593], [6.614, -2.073, 2.635], [-3.196, -2.661, -5.136], [-6.837, -3.400, -1.525], [3.931, 0.260, -3.489], [6.474, 4.153, -3.101], [7.899, 0.693, -1.313], [-1.901, -0.842, -4.490], [-10.271, -3.060, 5.326], [-2.157, 0.804, -0.484], [3.562, 4.059, 3.339], [-13.216, -3.532, -0.860], [-13.089, -3.251, 2.246], [0.590, 3.285, 2.399], [-13.230, -6.171, -1.290], [9.664, 7.742, -3.224], [-12.060, -3.565, 2.387], [0.528, 1.019, -3.505], [-3.956, -2.468, -4.382], [2.416, -0.408, -4.881], [5.457, 1.883, 2.391], [0.501, -0.551, -0.611], [-11.969, -4.645, 2.283], [-10.460, -3.462, 4.069], [0.879, 3.160, 4.905], [-1.924, -2.147, -4.703], [-0.932, 3.226, -1.339], [2.784, -0.151, 0.723], [4.742, -2.954, 3.296], [1.641, 1.745, 3.480], [-0.030, 3.748, 5.078], [6.388, -3.793, -2.241], [-12.541, -6.063, -0.455], [-0.618, 1.470, -4.787], [6.639, 4.094, -1.333], [1.888, 0.834, 0.609], [1.572, -1.446, -5.409], [-13.104, -5.802, 0.439], [-3.912, 1.566, 0.710], [-4.906, -0.012, -0.004], [-8.976, -2.950, 6.860], [-7.107, -2.368, -1.323], [8.578, 5.533, -2.319], [-3.489, -2.196, -6.075], [8.925, -0.917, -2.130], [0.537, 4.321, 2.751], [-0.300, 0.466, 3.131]],
  "mulliken_charge": [-0.62, 0.44, 0.29, -0.37, 0.23, 0.29, -1.64, 0.61, -0.22, 0.02, -0.01, 0.17, -0.55, 0.17, 0.22, -0.13, 0.27, 0.21, 0.41, 0.99, -0.86, -0.55, -0.38, 0.41, 0.23, 0.08, -0.03, 0.80, 0.31, -0.57, 1.70, 0.32, -0.56, -0.66, 0.26, -0.57, 0.29, 0.30, 0.21, -0.33, 0.57, 0.38, -0.61, 0.44, 0.30, 0.30, 0.31, 0.34, 0.85, -0.32, -0.19, 0.41, 0.19, 0.82, 0.34, 0.32, 0.35, 0.17, 0.12, 0.74, 0.34, -0.55, 0.83, 0.37, -0.24, -0.33, -0.63, 0.29, 0.38, 0.22, -0.69, 0.29, 0.40, -0.29, -1.16, -0.26, -0.54, -0.10, -0.50, -0.27, -1.60, 0.13, 0.62, -0.33, 0.33, 0.23, 0.48, -1.20, 0.32, 0.25, -0.59, 0.27, -0.38, 0.35, -0.13, 0.57, -0.33, 0.22, 0.14, -0.56, 0.33, -0.84, 0.30, 0.30, -0.50, 0.13, 0.21, -0.39, 0.49, -0.72, 0.26, 0.76, -1.84, -0.32, 0.31, -0.68, -1.10, -0.44, 0.46, 0.23, -0.64, 0.54, 0.13, 0.07, -0.62, 0.28, 0.01, -0.27, 0.21, -0.67, 0.75, 0.31, -0.35, 0.62, 0.30]
}

No. 4
{
  "formula": "C4H13N4",
  "method": "the ωB97M-V functional and the def2-TZVPD basis",
  "charge": 1,
  "relative_energy_kcal_mol": 53.50,
  "symbols": ["N", "N", "H", "H", "H", "H", "H", "C", "H", "H", "C", "H", "H", "N", "C", "H", "H", "C", "H", "H", "N"],
  "xyz": [[-0.357, -2.414, 1.415], [0.591, 2.336, -1.746], [0.218, 4.519, -1.701], [0.996, 2.602, 0.375], [-0.181, -3.280, 0.828], [0.714, 0.718, 1.677], [-2.148, -2.295, 0.294], [0.560, 0.528, -0.284], [1.736, 3.933, -2.274], [-2.437, -3.016, 1.888], [0.769, 1.900, -0.518], [0.316, -0.032, -2.374], [0.304, -1.044, 1.106], [0.271, -0.389, -1.363], [-1.769, -2.282, 1.323], [0.331, 3.660, -3.236], [-0.118, -2.592, 2.443], [0.652, 3.712, -2.249], [-2.048, -1.259, 1.693], [-0.217, -1.224, -1.233], [0.655, -0.025, 0.922]],
  "nbo_charge": [-0.84, -0.26, 0.23, 0.20, 0.40, 0.41, 0.20, 0.50, 0.24, 0.22, -0.04, 0.45, 0.44, -0.77, -0.44, 0.23, 0.40, -0.46, 0.19, 0.41, -0.70]
}

no.,orbital gap (eV),calculated total energy (hartree),HOMO energy (eV)
1,10.364,-306.470418,-9.899
2,9.673,-2704.043345,-9.533
3,9.736,-3902.029095,-11.970
4,9.500,-378.950506,-14.084